The following is a DFT calculation (wB97M-V/def2-TZVPD) of C5H8O in the gas phase.

Summary:
E: -270.3797 Ha

```
14
Properties=species:S:1:pos:R:3:forces:R:3:lowdin_charge:R:1
O -2.072 1.749 0.303 -0.076 0.030 0.002 -0.031
C -1.959 0.736 -0.635 -0.219 -0.221 -0.228 -0.116
C 1.183 -0.120 0.688 0.000 0.029 0.031 -0.305
C -0.240 0.247 0.967 0.185 0.207 -0.315 0.090
C 1.220 -1.492 -0.025 -0.016 -0.062 -0.049 -0.108
C -0.740 1.263 0.084 0.406 -0.107 0.142 -0.337
H 1.676 -0.250 1.662 -0.117 0.055 -0.141 0.108
H 1.776 0.600 0.093 -0.209 -0.076 0.146 0.101
H 0.995 -1.373 -1.091 -0.009 -0.064 0.197 0.072
H 0.490 -2.184 0.410 0.161 0.130 -0.051 0.073
H 2.220 -1.929 0.067 -0.213 0.081 -0.066 0.071
H -2.379 -0.228 -0.347 0.124 0.182 -0.045 0.116
H -0.121 1.966 -0.487 -0.075 -0.154 0.155 0.146
H -2.049 1.017 -1.687 0.058 -0.032 0.222 0.119
```
Positions in Å, forces in eV/Å.


The following is a DFT calculation (wB97M-V/def2-TZVPD) of C5H8O in the gas phase.

Summary:
E: -270.4532 Ha
SMILES: CC#CCOC

```
14
Properties=species:S:1:pos:R:3:forces:R:3:lowdin_charge:R:1
O 2.003 0.149 0.523 0.116 0.062 0.036 -0.172
C 0.232 0.171 -1.113 -0.531 -0.021 0.288 -0.021
C 1.675 0.202 -0.865 -0.038 0.019 -0.293 -0.216
C -2.358 -0.028 -0.521 -0.118 0.005 -0.037 -0.099
C -0.952 0.089 -0.901 0.444 0.055 -0.244 -0.097
C 1.024 -0.171 1.490 -0.143 -0.045 0.238 -0.107
H -3.007 0.074 -1.392 -0.021 -0.020 0.063 0.076
H -2.626 0.751 0.202 0.052 -0.109 -0.168 0.083
H 1.176 -1.179 1.898 0.129 0.148 -0.078 0.089
H 2.164 -0.627 -1.396 -0.090 0.064 0.175 0.120
H 0.013 -0.125 1.085 0.165 -0.008 0.157 0.051
H 1.090 0.567 2.296 0.117 -0.157 -0.035 0.089
H -2.549 -1.002 -0.056 0.024 0.153 -0.133 0.083
H 2.115 1.131 -1.250 -0.107 -0.147 0.031 0.121
```
Positions in Å, forces in eV/Å.


| no. | lowest unoccupied orbital energy (Eh) | HOMO energy (eV) | frontier orbital gap (eV) |
| --- | --- | --- | --- |
| 1 | -0.0017 | -8.5 | 8.450 |
| 2 | 0.0333 | -9.4 | 10.286 |